Molecular formula: C34H27AsN3O4Ru
Method: DFT, ωB97M-V/def2-TZVPD

Structure (ORCA input):
```
! wB97M-V def2-TZVPD RIJCOSX def2/J DEFGRID3
* xyz 0 2
Ru 0.48365 -1.03489 0.28869
O 0.89253 -2.76293 -0.48196
C 1.98974 -3.46522 -0.46396
C 1.90236 -4.86990 -0.34942
C 3.03578 -5.63954 -0.36125
C 4.30888 -5.05375 -0.51637
C 4.40424 -3.69303 -0.64273
C 3.25457 -2.87685 -0.59888
C 3.40133 -1.45114 -0.64479
N 2.47795 -0.59036 -0.38986
N 2.93936 0.72122 -0.41670
C 2.14407 1.46359 0.29141
O 1.15369 1.01149 0.97378
C 2.40082 2.93474 0.32760
C 3.57117 3.48603 -0.18554
C 3.76424 4.85817 -0.14698
C 2.79016 5.68754 0.39709
C 1.61749 5.14139 0.89777
C 1.42752 3.76723 0.86989
H 0.91496 -5.29943 -0.23755
H 2.95303 -6.71302 -0.24586
H 5.19663 -5.67097 -0.52882
H 5.37258 -3.21885 -0.75853
H 4.38900 -1.04187 -0.84383
H 4.31603 2.83072 -0.61608
H 4.67744 5.28400 -0.54268
H 2.95188 6.75736 0.43697
H 0.85039 5.78413 1.31047
H 0.51948 3.32657 1.26092
N 1.41722 -1.22729 2.16367
C 0.92537 -2.31624 3.00919
C -0.47281 -2.67207 2.55039
O -1.14696 -3.45787 3.17804
O -0.82838 -2.07278 1.45338
H 2.42833 -1.18216 2.11509
H 1.06846 -0.32970 2.48340
H 0.88526 -2.04339 4.06294
H 1.55661 -3.19768 2.90072
C -4.95142 4.17040 0.26544
C -4.81556 3.48952 1.46666
C -3.84932 2.50160 1.59746
C -3.02933 2.17255 0.52132
C -3.16564 2.86000 -0.67971
C -4.12440 3.85728 -0.80395
As -1.72412 0.75730 0.82588
C -2.83071 -0.75834 0.27940
C -3.89022 -1.30543 0.97785
C -4.50521 -2.45337 0.49588
C -4.04017 -3.06035 -0.66387
C -2.96347 -2.52280 -1.35439
C -2.35774 -1.36870 -0.88193
C -1.25230 -0.63790 -1.55538
C -0.66265 -0.98118 -2.79378
C 0.18107 -0.10576 -3.42205
C 0.44656 1.15704 -2.85960
C -0.08398 1.49578 -1.64276
C -0.91688 0.58630 -0.95872
H -5.69809 4.94777 0.16454
H -5.45763 3.73023 2.30458
H -3.73535 1.98276 2.54271
H -2.53368 2.61781 -1.52442
H -4.22736 4.38776 -1.74235
H -4.23351 -0.85279 1.90063
H -5.33728 -2.88595 1.03651
H -4.51101 -3.96583 -1.02453
H -2.60187 -3.00718 -2.25325
H -0.90039 -1.93090 -3.25521
H 0.62693 -0.37587 -4.37057
H 1.07871 1.86186 -3.38438
H 0.13194 2.46317 -1.20761
*
```

Calculated values
**Gap between HOMO and LUMO (alpha / beta)**: 7.48 / 6.68 eV
**E_tot**: -4107.71297 Ha
**Energy above the lowest of the compared OMol25 structures with the same formula, charge and spin**: 69.3 kcal per mole